Below is a molecular structure, C24H33AsClI2P2Pt at a distorted geometry, with properties calculated with wB97M-V/def2-TZVPD.

Atoms and positions in Å:
I1 -0.96 0.75 -1.69
I2 0.97 2.06 -0.43
Pt1 -0.43 -2.13 2.62
P1 1.53 0.56 -2.72
C1 2.44 -0.95 -2.82
C2 0.76 0.99 -4.24
H1 1.63 1.19 -4.91
H2 3.12 1.99 -3.72
H3 0.14 1.89 -4.08
H4 2.34 2.86 -2.12
H5 1.79 -1.86 -2.83
H6 0.19 0.15 -4.61
C3 2.70 1.89 -2.61
H7 2.92 -0.76 -3.79
H8 3.62 1.68 -2.00
H9 3.20 -1.03 -1.99
P2 -1.91 -0.23 2.49
C4 -2.62 -1.23 3.90
C5 -1.24 1.41 3.14
H10 -3.37 1.07 0.69
H11 -4.04 0.35 2.16
H12 -3.60 -0.70 0.74
C6 -3.36 0.16 1.36
H13 -1.27 2.32 2.48
H14 -2.00 1.52 3.90
H15 -3.16 -0.42 4.34
H16 -1.66 -1.55 4.44
H17 -0.23 1.24 3.52
H18 -3.16 -2.10 3.48
Cl1 -1.72 1.84 0.65
C7 -1.14 -6.52 -1.24
C8 -1.85 -5.45 -0.70
C9 -1.17 -4.32 -0.22
C10 0.21 -4.34 -0.18
C11 0.94 -5.51 -0.48
C12 0.25 -6.56 -1.08
As1 0.92 -2.66 0.72
C13 1.23 -3.49 2.86
C14 1.80 -2.59 3.83
C15 1.67 -2.93 5.19
C16 1.12 -4.19 5.57
C17 0.48 -5.07 4.63
C18 0.57 -4.70 3.22
C19 3.04 -2.84 0.33
C20 3.93 -2.23 1.21
C21 5.35 -2.28 0.98
C22 5.85 -3.02 -0.12
C23 4.93 -3.63 -1.00
C24 3.54 -3.59 -0.73
H19 -1.70 -7.38 -1.59
H20 -2.94 -5.38 -0.76
H21 -1.73 -3.43 0.10
H22 2.01 -5.59 -0.31
H23 0.79 -7.40 -1.46
H24 2.51 -1.88 3.47
H25 2.01 -2.25 5.98
H26 1.00 -4.42 6.62
H27 -0.10 -5.94 5.00
H28 0.12 -5.38 2.50
H29 3.59 -1.70 2.09
H30 6.08 -1.75 1.59
H31 6.93 -3.05 -0.33
H32 5.33 -4.13 -1.89
H33 2.93 -4.21 -1.35

orbital gap (alpha / beta)	5.61 / 5.16	eV
2S+1	5
ΔE to the lowest compared entry with this formula, charge and spin	36.0	kcal/mol
HOMO (alpha / beta)	-0.58154 / -0.62371	hartree
total charge	+3

Below is a molecular structure, C17H35F6N6O9S2V at a distorted geometry, with properties calculated with wB97M-V/def2-TZVPD.

Atoms and positions in Å:
V1 -0.41 -0.52 -0.45
C1 -1.44 -4.21 -1.21
F1 -1.22 -3.80 0.02
F2 -0.31 -4.59 -1.73
F3 -2.35 -5.20 -1.09
S1 -2.22 -2.75 -2.15
O1 -2.69 -3.25 -3.48
O2 -3.31 -2.36 -1.29
N1 -1.02 -1.57 -2.12
S2 -0.11 -1.71 -3.43
O3 1.28 -1.31 -3.17
O4 -0.18 -2.97 -4.16
C2 -0.98 -0.35 -4.65
F4 -0.08 0.10 -5.47
F5 -1.90 -0.86 -5.52
F6 -1.57 0.56 -3.90
C3 -2.30 2.21 -1.06
O5 -1.74 1.16 -0.90
N2 -2.88 2.81 0.00
C4 -3.83 3.97 -0.12
C5 -2.89 2.24 1.38
H1 -2.48 2.80 -1.97
H2 -3.58 4.63 0.72
H3 -4.81 3.52 -0.20
H4 -3.86 4.44 -1.10
H5 -3.90 2.13 1.79
H6 -2.39 1.28 1.49
H7 -2.52 2.88 2.18
C6 2.06 -2.78 0.53
O6 1.30 -2.02 -0.16
N3 3.41 -2.58 0.78
C7 4.01 -3.52 1.57
C8 4.15 -1.52 0.08
H8 1.58 -3.65 1.00
H9 4.85 -2.95 1.96
H10 4.60 -4.29 1.08
H11 3.42 -4.02 2.33
H12 4.67 -1.88 -0.81
H13 3.59 -0.76 -0.47
H14 4.76 -0.93 0.77
C9 1.49 0.64 1.90
O7 0.36 0.42 1.36
N4 1.80 1.83 2.50
C10 0.76 2.92 2.74
C11 3.13 2.25 2.76
H15 2.32 -0.09 2.02
H16 0.86 3.08 3.82
H17 -0.24 2.57 2.49
H18 0.96 3.84 2.21
H19 3.87 1.46 2.84
H20 3.26 2.93 1.91
H21 3.12 2.82 3.68
C12 -1.96 -2.05 2.06
O8 -1.58 -1.45 1.05
N5 -3.24 -2.01 2.57
C13 -3.54 -2.80 3.77
C14 -4.22 -1.12 2.00
H22 -1.39 -2.80 2.61
H23 -4.60 -2.86 4.02
H24 -3.30 -2.28 4.70
H25 -3.13 -3.80 3.72
H26 -5.23 -1.32 2.35
H27 -3.98 -0.13 2.40
H28 -4.25 -1.19 0.92
C15 2.33 1.25 -1.75
O9 1.19 0.86 -1.43
N6 2.60 2.37 -2.47
C16 4.05 2.75 -2.53
C17 1.53 3.33 -2.91
H29 3.24 0.73 -1.41
H30 4.37 2.46 -3.53
H31 4.80 2.36 -1.84
H32 4.07 3.84 -2.58
H33 1.44 4.09 -2.13
H34 1.91 3.83 -3.80
H35 0.55 2.89 -3.10

orbital gap (alpha / beta)	2.96 / 8.05	eV
2S+1	5
HOMO (alpha / beta)	-0.09493 / -0.28372	hartree